Record 1
{"formula": "C3H3KMgO3", "method": "wB97M-V/def2-TZVPD", "e_tot_ha": -1141.61390, "de_lowest_kcal_mol": 52.7, "orbital_gap_ev": [5.3280, 5.2125], "lumo_ev": [-1.36, -0.90], "species": ["O", "C", "C", "K", "Mg", "H", "H", "O", "C", "O", "H"], "coordinates": [[-1.59882, -1.51869, -0.49935], [-0.78586, -2.35329, -0.41493], [0.48121, -2.26833, 0.18860], [-2.36391, 0.17261, -2.54619], [0.26566, 0.29235, -0.89071], [-0.31967, -3.03148, 0.69054], [0.70961, -1.92018, 1.19154], [1.20537, 2.08395, 1.19308], [0.81050, 2.20838, -0.08205], [0.49382, 3.37504, -0.40606], [1.10210, 2.95964, 1.57554]], "forces_ev_per_angstrom": [[-6.0740, 4.5637, -2.1476], [5.8867, -0.7752, 1.5913], [-1.0533, -3.0997, -0.3865], [-0.4511, -0.3255, -0.0239], [0.4041, -0.8309, 0.4192], [1.2395, -1.1442, 0.2888], [0.0758, 1.4994, -0.0561], [0.4808, -1.1677, 0.7084], [-0.9909, 2.7457, -0.5131], [0.4027, -2.1439, -0.2305], [0.0796, 0.6783, 0.3501]]}



Record 2
{"formula": "C8H9Cl3N2O5PtSi", "method": "wB97M-V/def2-TZVPD", "e_tot_ha": -2585.60307, "de_lowest_kcal_mol": 0.0, "orbital_gap_ev": 9.4763, "lumo_ev": -0.46, "species": ["Pt", "O", "C", "O", "C", "C", "N", "N", "C", "C", "O", "O", "H", "H", "H", "Cl", "Si", "Cl", "Cl", "C", "C", "C", "O", "H", "H", "H", "H", "H", "H"], "coordinates": [[0.63395, -0.22476, 0.55471], [-4.27488, -0.58952, -2.55212], [-4.34683, -1.33650, -1.46687], [-5.30518, -2.01344, -1.19470], [-3.16637, -1.32309, -0.55129], [-3.08766, -2.09099, 0.59498], [-1.89644, -1.85988, 1.16098], [-1.20832, -0.95924, 0.45337], [-1.94657, -0.63344, -0.60125], [-1.30498, 0.29486, -1.59725], [-1.92530, 0.59715, -2.61255], [-0.12909, 0.67393, -1.27835], [-3.40463, -0.10443, -2.62885], [-3.80391, -2.77781, 1.01195], [-1.50318, -2.23927, 2.01258], [2.99404, -0.69001, 3.32842], [1.11168, -1.05000, 2.59024], [-0.21416, -0.24832, 3.95891], [0.81005, -3.10452, 2.79410], [2.07489, 2.63041, -0.56456], [2.96466, 1.51924, -0.14584], [4.44239, 1.60122, -0.36084], [2.54602, 0.49061, 0.39228], [2.61872, 3.57013, -0.61443], [1.21010, 2.69964, 0.09271], [1.67845, 2.39524, -1.55700], [4.75144, 2.55954, -0.76654], [4.73635, 0.80048, -1.04144], [4.94478, 1.41275, 0.58866]], "forces_ev_per_angstrom": [[-0.1160, 0.1801, -0.0658], [-0.0221, -0.0091, 0.0149], [-0.0026, 0.0094, -0.0067], [-0.0049, -0.0018, 0.0015], [0.0312, -0.0359, -0.0086], [-0.0044, -0.0202, -0.0269], [-0.1026, 0.1674, 0.0936], [0.1323, -0.1719, 0.0242], [0.0272, 0.0051, -0.0159], [-0.0012, 0.0222, 0.0046], [-0.0198, 0.0517, 0.0241], [0.1564, -0.0732, -0.0539], [0.0114, -0.0045, -0.0066], [-0.0007, 0.0086, 0.0100], [-0.0054, -0.0361, -0.0445], [0.0213, -0.0113, 0.0081], [0.0610, -0.0666, 0.0305], [-0.0687, 0.0126, 0.1398], [-0.0075, 0.0577, -0.0413], [-0.0803, -0.0042, -0.0477], [-0.0035, 0.0298, 0.1502], [-0.0085, -0.0005, -0.0096], [0.0118, -0.0932, -0.2024], [-0.0260, 0.0113, 0.0211], [-0.0003, -0.0080, 0.0377], [0.0271, -0.0249, -0.0271], [0.0004, -0.0001, -0.0027], [-0.0011, 0.0033, -0.0031], [-0.0046, 0.0023, 0.0024]]}



Record 3
{"formula": "C30H32N4ORhS2", "method": "wB97M-V/def2-TZVPD", "charge": 1, "multiplicity": 5, "e_tot_ha": -2363.32038, "de_lowest_kcal_mol": 0.0, "orbital_gap_ev": [5.6886, 6.7960], "lumo_ev": [-2.93, -3.52], "s_squared": 6.02, "species": ["Rh", "N", "C", "C", "C", "C", "C", "C", "C", "C", "N", "C", "H", "H", "H", "H", "H", "H", "H", "H", "S", "C", "N", "C", "C", "N", "C", "C", "C", "C", "C", "C", "C", "C", "S", "C", "C", "C", "C", "C", "C", "C", "H", "H", "H", "H", "H", "H", "H", "H", "H", "H", "H", "H", "H", "H", "H", "H", "H", "H", "C", "O", "C", "C", "H", "H", "H", "H", "H", "H"], "coordinates": [[1.44030, -1.09218, 1.55840], [1.15973, -1.27025, 3.97903], [0.35669, -2.42970, 4.26923], [0.09849, -2.83188, 5.55475], [-0.70824, -3.95168, 5.81883], [-1.25803, -4.66216, 4.79007], [-1.00062, -4.29242, 3.45338], [-1.52740, -4.99841, 2.35045], [-1.21195, -4.60252, 1.08110], [-0.35946, -3.50499, 0.90201], [0.13957, -2.81666, 1.90752], [-0.17172, -3.17383, 3.18614], [1.89482, -1.17935, 4.67012], [0.59603, -0.42724, 4.04274], [0.51213, -2.26718, 6.38179], [-0.90701, -4.23156, 6.84423], [-1.89353, -5.51748, 4.98199], [-2.17255, -5.84983, 2.52822], [-1.59199, -5.12563, 0.21540], [-0.07702, -3.17808, -0.09188], [1.36664, -1.00723, -0.97546], [0.44218, 0.41102, -1.30311], [0.35852, 0.87163, -2.58182], [-0.34182, 2.11708, -2.82223], [-1.59101, 2.15180, -1.97164], [-1.21634, 2.00156, -0.57860], [-1.86301, 2.90067, 0.37388], [-1.35413, 4.31758, 0.21527], [-2.17218, 5.31618, -0.29716], [-1.67808, 6.60016, -0.48704], [-0.36069, 6.89115, -0.17114], [0.46215, 5.89668, 0.34184], [-0.03203, 4.61673, 0.53485], [-0.22684, 1.12260, -0.27109], [0.16373, 0.89198, 1.41699], [0.86549, 0.15584, -3.75051], [-0.25809, -0.51330, -4.51243], [-0.80629, -1.70287, -4.04020], [-1.87159, -2.29511, -4.69994], [-2.40168, -1.70407, -5.83932], [-1.86110, -0.52028, -6.31511], [-0.79348, 0.07233, -5.65405], [-0.61073, 2.17686, -3.87481], [0.29978, 2.96979, -2.57153], [-2.26385, 1.34010, -2.26950], [-2.10281, 3.10430, -2.09900], [-1.67564, 2.53015, 1.37726], [-2.93904, 2.86785, 0.19163], [-3.20476, 5.09659, -0.54579], [-2.32541, 7.37244, -0.88193], [0.02536, 7.89054, -0.32288], [1.49045, 6.12065, 0.59542], [0.60748, 3.83922, 0.93749], [1.59290, -0.57469, -3.41032], [1.37492, 0.87843, -4.39163], [-0.39020, -2.16079, -3.15075], [-2.28785, -3.22267, -4.32772], [-3.23192, -2.16799, -6.35557], [-2.26716, -0.05612, -7.20461], [-0.36863, 0.99215, -6.04134], [4.19595, 0.80612, 1.97794], [4.36554, -0.61299, 2.13943], [3.45910, -1.40638, 1.68315], [3.83310, -2.83953, 1.86815], [4.35018, 1.26904, 2.94941], [3.19987, 1.03720, 1.60016], [4.95547, 1.15651, 1.28376], [4.91457, -2.97356, 1.78389], [3.32073, -3.47513, 1.14920], [3.53408, -3.14722, 2.87496]], "forces_ev_per_angstrom": [[-0.3394, 0.1880, -0.8548], [-0.1583, -0.0020, 0.0781], [-0.0147, 0.0184, 0.2541], [0.0772, 0.1100, -0.1863], [-0.1173, -0.1438, -0.0161], [-0.0258, -0.0246, 0.1236], [0.1768, 0.2332, -0.0431], [0.0403, 0.0449, -0.1389], [-0.1189, -0.2102, 0.1033], [0.0351, 0.0585, 0.0757], [-0.0532, -0.0329, -0.1690], [-0.1347, -0.2304, 0.0908], [0.0987, 0.0283, -0.0390], [-0.0537, 0.0083, 0.0227], [-0.0085, 0.0226, -0.0123], [0.0224, -0.0211, -0.0076], [0.0052, 0.0105, 0.0117], [0.0014, -0.0027, -0.0120], [-0.0077, 0.0122, 0.0005], [0.0164, 0.0751, 0.0149], [0.0423, -0.0345, -0.0530], [0.0857, -0.0549, -0.2735], [-0.0577, -0.0886, 0.2960], [-0.0965, 0.0914, 0.0407], [0.0265, -0.0047, -0.1802], [0.2264, -0.1453, 0.0689], [0.0657, 0.1442, -0.0082], [-0.0378, -0.0888, -0.0570], [0.0101, -0.0046, 0.0303], [-0.0170, 0.0546, -0.0077], [-0.0169, 0.0232, -0.0171], [0.0258, -0.0441, 0.0239], [0.0069, 0.0203, -0.0119], [-0.1583, 0.0573, -0.0756], [0.0990, 0.0509, 0.4283], [-0.1300, -0.0432, -0.0600], [0.0437, 0.1015, 0.0367], [-0.0391, -0.0177, 0.0082], [0.0186, -0.0028, 0.0284], [-0.0289, 0.0001, -0.0032], [-0.0250, 0.0245, -0.0473], [0.0243, -0.0423, 0.0079], [0.0163, -0.0222, -0.0123], [-0.0020, -0.0005, -0.0318], [-0.0235, 0.0284, 0.0060], [-0.0132, 0.0014, 0.0401], [-0.0430, -0.0092, 0.0185], [-0.0035, -0.0296, 0.0055], [0.0049, -0.0236, 0.0122], [0.0111, -0.0044, -0.0024], [-0.0044, -0.0037, 0.0075], [-0.0092, 0.0093, -0.0024], [0.0080, -0.0099, 0.0001], [0.0439, 0.0029, -0.0142], [0.0130, 0.0107, 0.0223], [0.0184, -0.0006, 0.0122], [0.0037, 0.0017, -0.0133], [0.0075, 0.0042, -0.0010], [0.0033, -0.0130, 0.0013], [0.0257, -0.0113, 0.0054], [-0.1227, 0.4531, 0.0704], [0.2815, -0.3378, -0.5504], [-0.0920, 0.0191, 1.1214], [0.4551, 0.0356, -0.2201], [0.0166, -0.0717, 0.0191], [0.0036, -0.0852, -0.0027], [0.0230, -0.0888, -0.0018], [-0.0262, -0.0480, 0.0243], [-0.0468, 0.0015, 0.0129], [-0.0582, 0.0529, 0.0024]]}



Record 4
{"formula": "C9H27F4K4N2O20P3S4", "method": "wB97M-V/def2-TZVPD", "charge": 2, "e_tot_ha": -7389.25004, "orbital_gap_ev": 7.2364, "lumo_ev": -6.92, "species": ["K", "K", "K", "K", "N", "S", "O", "O", "F", "S", "O", "O", "F", "N", "S", "O", "O", "F", "S", "O", "O", "F", "C", "O", "P", "O", "O", "C", "O", "C", "H", "H", "H", "H", "H", "H", "H", "H", "H", "C", "O", "P", "O", "O", "C", "O", "C", "H", "H", "H", "H", "H", "H", "H", "H", "H", "C", "O", "P", "O", "O", "C", "O", "C", "H", "H", "H", "H", "H", "H", "H", "H", "H"], "coordinates": [[0.15335, 4.02857, -2.08344], [3.46157, 2.66279, 2.37329], [-0.58860, 0.78346, -3.59731], [0.70538, 3.97793, 3.57012], [1.99334, 1.87327, 4.59921], [2.02590, 2.11095, 6.11776], [3.21527, 1.48226, 6.78719], [0.81611, 2.30031, 6.90545], [2.59350, 3.61289, 6.09038], [1.68220, 0.17650, 4.74425], [0.63655, -0.34423, 5.58704], [2.80882, -0.75359, 4.53299], [0.92184, 0.07395, 3.30473], [0.19858, 1.54608, -1.16611], [-0.24519, 1.29250, 0.31604], [0.18798, 2.23223, 1.34265], [-0.40984, -0.11284, 0.68290], [-1.68382, 1.75302, -0.01676], [1.68134, 0.85556, -0.97094], [1.82488, -0.57247, -1.33380], [2.52640, 1.47392, 0.05250], [2.27120, 1.52330, -2.33739], [-3.24483, 0.33907, 3.17630], [-3.68931, 1.41782, 3.97113], [-2.68450, 1.95530, 5.09347], [-1.36214, 2.42870, 4.57035], [-3.53957, 3.09036, 5.95416], [-2.84467, 4.12798, 6.58239], [-2.67304, 0.71720, 6.16517], [-1.97028, 0.81972, 7.33090], [-2.18633, 0.08023, 3.20240], [-3.36192, 0.71356, 2.15937], [-3.86016, -0.52157, 3.43853], [-3.00095, 4.10815, 7.66094], [-3.19307, 5.09574, 6.22163], [-1.77160, 4.14070, 6.39140], [-2.72472, 0.56984, 8.07688], [-1.69523, 1.82396, 7.65331], [-1.13599, 0.11937, 7.37031], [-3.23909, -4.35171, -4.55497], [-3.48483, -3.43612, -3.58132], [-2.18192, -2.61799, -3.07228], [-1.65025, -1.66088, -4.09335], [-2.64630, -1.87979, -1.68734], [-2.84221, -2.55373, -0.46266], [-1.15839, -3.78551, -2.63228], [0.05184, -3.37677, -2.02455], [-3.89430, -5.21257, -4.42188], [-2.22750, -4.74017, -4.67285], [-3.59638, -3.91638, -5.48820], [-2.14351, -2.16770, 0.27956], [-2.81953, -3.63987, -0.37385], [-3.86525, -2.31455, -0.17233], [0.92026, -3.52683, -2.66596], [0.31676, -3.93052, -1.12384], [0.11120, -2.32425, -1.74745], [2.21465, -2.03553, -7.69357], [2.97449, -0.94623, -7.33645], [2.83048, -0.40647, -5.79903], [1.44967, -0.11407, -5.27096], [3.39439, -1.69590, -4.92574], [3.65483, -1.42447, -3.51590], [3.98318, 0.75285, -5.70324], [3.71476, 2.05050, -6.17430], [2.85384, -2.73105, -8.23744], [1.47950, -1.58165, -8.35814], [1.66260, -2.49175, -6.87187], [3.09082, -2.06293, -2.83593], [3.46969, -0.41733, -3.14243], [4.72641, -1.57994, -3.39084], [2.79495, 2.07557, -6.75861], [4.55802, 2.41660, -6.75995], [3.65882, 2.62444, -5.24933]], "forces_ev_per_angstrom": [[0.0600, 0.5611, -0.0812], [0.4244, -0.7385, 0.0518], [-0.0978, -1.3091, -1.0574], [-1.1687, -0.2088, 0.6174], [-1.0908, -3.2473, -1.1171], [3.8292, 2.1103, 8.7226], [-3.6914, 0.4992, -2.1129], [1.3462, -0.6850, -2.1072], [-0.3544, 0.8486, -1.1846], [-0.1035, -5.5240, -3.4806], [1.1300, 2.0196, 0.1437], [-1.5434, 3.3841, 0.4529], [0.6775, 0.7861, 0.3036], [3.3287, -0.9309, 0.6521], [-4.5738, -1.8974, 4.7684], [0.1158, -0.4615, -1.5428], [1.2194, 2.6920, -0.8280], [-1.3857, 0.7006, 0.2806], [4.5362, -2.5994, -3.7655], [-1.1010, 3.8458, 1.8500], [-1.5829, -0.9875, -1.1450], [-0.4267, 0.3267, 0.5441], [0.0285, -0.3965, -1.2067], [0.8872, 1.4948, 2.0449], [-0.6387, -0.2395, 2.0606], [-0.9844, -0.0472, 0.2668], [0.8196, -2.2716, -2.2372], [0.6718, 1.5643, 0.4842], [-0.6880, 1.5472, -4.6560], [0.0939, -0.1257, 3.1356], [0.1386, 0.1475, 0.8165], [-0.5223, -0.5682, -0.2182], [0.1242, -0.0114, -0.4034], [-0.0784, -0.2351, -0.0542], [-0.3492, -0.0444, -0.0663], [0.0915, -0.4401, 0.0106], [0.3233, -0.4808, 0.4475], [0.4809, 0.1284, -0.6089], [0.0081, 0.2942, -0.0705], [-0.9556, -2.2550, -3.1362], [1.8854, 2.5909, 3.4736], [-0.8345, -0.1799, 0.2290], [-0.3482, -0.3277, 1.6123], [1.1028, -0.7655, -2.7660], [-1.0585, -0.0381, 1.6624], [-1.0289, 0.8510, -0.1470], [1.8051, 0.3733, 0.4174], [0.0801, -0.0758, 0.3645], [0.1153, 0.3625, 0.2756], [0.4280, -0.0500, -0.3416], [-0.0010, 0.1454, -0.1210], [0.4555, -0.1252, -1.0631], [0.0776, 0.1947, 0.2661], [-0.3056, -0.1612, -0.5401], [-0.7581, -0.3053, 0.0347], [-0.5348, 0.1299, -0.0314], [-1.8411, -0.9013, -1.4384], [1.5112, 2.9657, 3.8249], [0.7987, -2.0023, 0.3285], [1.3752, 0.8855, -0.8549], [-0.3622, 2.4977, -0.4718], [0.8345, -0.1632, 0.0910], [-1.3823, -3.0619, -0.0572], [-0.0704, 0.7191, 0.3480], [-0.2145, -0.1260, 0.2046], [-0.3052, -0.7684, -0.3525], [0.3034, -0.2071, 0.0656], [-0.0201, -0.3620, -0.5712], [-0.2292, 0.1793, -0.8073], [-0.0903, -0.2457, 0.1511], [0.0372, 0.2885, 0.0222], [-0.0982, -0.2055, -0.0597], [-0.3252, 0.6428, -0.3225]]}